This record from OMol25 describes a molecular structure, C16H13As2Cl3F36NaO3Pt. The level of theory is ωB97M-V/def2-TZVPD.

Element x y z (Å)
Na  -3.5543  -1.0938  -2.0376
Pt  -1.4348  3.5406  -0.3990
As  -0.0387  0.6696  -0.2249
F  1.2602  1.1742  0.9309
F  -1.2127  1.5804  0.7830
F  -1.3808  0.1823  -1.3274
F  1.1882  -0.0895  -1.2381
F  -0.2394  -0.8496  0.7430
F  0.1244  2.1698  -1.1664
As  -4.7838  2.0090  0.5131
F  -3.7793  0.7297  -0.3879
F  -3.3118  3.1026  0.4084
F  -5.7235  3.3417  1.2906
F  -6.2265  1.0033  0.6252
F  -4.2649  1.3944  2.1453
F  -5.3282  2.6053  -1.0980
C  4.5055  0.5609  -1.2539
C  3.8579  1.1348  -2.5227
C  3.2817  0.0691  -3.5442
F  2.7702  0.5107  -4.6574
F  4.1722  -0.8978  -3.8438
F  2.8577  1.9332  -2.1537
F  4.7619  1.8532  -3.1884
O  3.7881  -0.5429  -0.6750
C  4.1868  -0.9496  0.6092
C  3.3262  -2.1190  1.0268
F  3.3841  -3.1929  0.1798
F  3.6354  -2.5194  2.2523
F  5.4792  -1.2848  0.6214
F  4.0866  0.1095  1.4563
H  4.6773  1.3249  -0.4957
H  5.4905  0.1628  -1.4976
H  2.4918  -0.4784  -3.0301
H  2.2930  -1.7814  1.1082
C  1.5368  4.3593  0.8548
C  1.5703  5.4135  -0.2691
C  2.9881  5.6305  -0.8098
F  3.7798  5.9191  0.2337
F  3.5405  4.6039  -1.4189
F  0.7438  4.9480  -1.2302
F  0.9610  6.5342  0.1010
O  0.1925  3.9187  1.2018
C  -0.2191  3.9989  2.5711
C  0.4484  2.9425  3.4623
F  1.7736  3.0496  3.6396
F  -0.1396  2.8696  4.6843
F  -0.0182  5.2507  3.0243
F  -1.5233  3.8073  2.4848
H  2.0783  4.7646  1.7095
H  2.1013  3.5117  0.4660
H  2.9337  6.4533  -1.5226
H  0.2554  1.9339  3.0968
C  -3.4820  -4.3486  1.2484
C  -2.9319  -2.9117  1.4074
C  -3.6163  -2.1386  2.5677
F  -4.9039  -1.8486  2.3102
F  -3.6945  -2.7723  3.7070
F  -1.6520  -3.0252  1.8347
F  -2.9829  -2.2303  0.2123
O  -2.8789  -4.8379  -0.0014
C  -3.4658  -5.9661  -0.5659
C  -2.6266  -6.3745  -1.8376
F  -3.2888  -7.1808  -2.6434
F  -2.2935  -5.3801  -2.5365
F  -3.4698  -6.8921  0.3887
F  -4.7656  -5.6395  -0.8759
H  -4.5712  -4.3636  1.2091
H  -3.1623  -4.9439  2.1037
H  -3.1268  -1.1774  2.7242
H  -1.7045  -6.8167  -1.4602
C  1.1262  -3.2057  -2.3089
Cl  1.8845  -3.1305  -3.8982
Cl  1.1182  -4.8643  -1.6536
Cl  -0.5127  -2.6944  -2.5238
H  1.6577  -2.5296  -1.6393

Results
Calculated total energy ... -287684.0222 eV
Multiplicity ... 4
LUMO (alpha / beta) ... -1.4 / -2.1 eV
Max |F| ... 4.9 eV/Å
Expectation value of S² ... 3.753
Net charge ... 0
Highest occupied orbital energy (alpha / beta) ... -7.26 / -10.78 eV
Kohn-Sham gap (alpha / beta) ... 5.81 / 8.68 eV

---

This record from OMol25 describes a molecular structure, C16H13AsF5O2PtS2Se. The level of theory is ωB97M-V/def2-TZVPD.

Element x y z (Å)
Pt  0.4536  -1.2359  -0.1389
O  3.1499  -3.9143  0.1338
C  2.7490  -2.8744  0.5721
O  2.3497  -1.8834  -0.2456
C  2.7669  -2.5420  2.0359
C  3.9242  -2.7469  2.7600
C  3.9608  -2.4648  4.1209
C  2.8330  -1.9999  4.7840
C  1.6656  -1.7837  4.0816
C  1.6243  -2.0417  2.7004
S  0.1017  -1.7784  1.9511
H  4.7972  -3.1368  2.2539
H  4.8793  -2.6186  4.6713
H  2.8714  -1.8006  5.8459
H  0.7752  -1.4224  4.5801
C  -2.0929  1.0963  -2.4674
As  -2.5920  -0.7263  -2.2369
C  -1.9779  -1.7050  -3.7631
C  -4.5015  -0.8326  -2.1859
S  -1.8510  -1.5402  -0.3835
H  -2.6718  1.5259  -3.2841
H  -1.0361  1.1179  -2.7148
H  -2.2758  1.6352  -1.5403
H  -2.3329  -1.2033  -4.6627
H  -2.3740  -2.7170  -3.7184
H  -0.8901  -1.7364  -3.7598
H  -4.8968  -0.3755  -3.0917
H  -4.8645  -0.3059  -1.3064
H  -4.8017  -1.8772  -2.1378
F  -1.3544  5.8649  -0.0631
C  -0.7006  4.7221  -0.1466
C  -0.2692  4.2611  -1.3823
F  -0.5091  4.9740  -2.4757
C  0.4066  3.0582  -1.4592
F  0.8246  2.6624  -2.6653
C  0.6662  2.2899  -0.3323
Se  1.7817  0.7506  -0.4145
C  0.2404  2.7870  0.8948
F  0.4653  2.1007  2.0118
C  -0.4425  3.9852  1.0004
F  -0.8517  4.4322  2.1781

Results
Calculated total energy ... -185579.3915 eV
LUMO (alpha / beta) ... -5.8 / -6.1 eV
Max |F| ... 0.8 eV/Å
Energy relative to the best compared isomer or geometry (same formula, charge and spin) ... 7.7 kcal per mole
Net charge ... +1
Highest occupied orbital energy (alpha / beta) ... -11.74 / -11.54 eV
Kohn-Sham gap (alpha / beta) ... 5.89 / 5.45 eV

---

This record from OMol25 describes a molecular structure, C16H13BrIrNS3Sb. The level of theory is ωB97M-V/def2-TZVPD.

Element x y z (Å)
Ir  0.4019  -0.6525  0.4292
C  -2.1065  -5.1439  -1.8564
C  -2.2968  -3.7224  -1.4326
C  -3.5569  -3.1227  -1.3987
C  -3.6698  -1.8293  -0.9136
C  -2.5273  -1.1836  -0.4884
Br  -2.6439  0.5367  0.3197
N  -1.2964  -1.7105  -0.5642
C  -1.2087  -2.9652  -1.0365
H  -3.0427  -5.5757  -2.2044
H  -1.7396  -5.7338  -1.0156
H  -1.3675  -5.2061  -2.6529
H  -4.4278  -3.6668  -1.7268
H  -4.6180  -1.3234  -0.8562
H  -0.2111  -3.3814  -1.0833
S  3.9728  -1.6844  3.1423
Sb  1.9942  -2.7902  2.6305
S  1.9759  -2.5575  0.1785
S  0.2406  -1.0291  2.8022
C  0.1138  4.9774  -0.0587
C  -0.5017  3.9116  -0.7275
C  -0.0039  2.6416  -0.6044
C  1.1354  2.3727  0.1827
C  1.6442  1.0543  0.3719
C  2.8948  0.9135  0.9419
C  3.6032  2.0084  1.4538
C  3.0507  3.2592  1.4142
C  1.8168  3.4746  0.7739
C  1.2498  4.7610  0.6714
H  -0.3041  5.9711  -0.1351
H  -1.3685  4.1076  -1.3443
H  -0.4626  1.8197  -1.1393
H  3.3673  -0.0599  1.0250
H  4.5766  1.8427  1.8872
H  3.5685  4.1054  1.8446
H  1.7471  5.5810  1.1699

Results
Calculated total energy ... -130215.7404 eV
Multiplicity ... 6
LUMO (alpha / beta) ... -0.4 / -2.4 eV
Max |F| ... 1.6 eV/Å
Expectation value of S² ... 8.786
Net charge ... 0
Highest occupied orbital energy (alpha / beta) ... -7.16 / -7.68 eV
Kohn-Sham gap (alpha / beta) ... 6.80 / 5.32 eV

---

This record from OMol25 describes a molecular structure, C16H13Cl2IrN4O9S. The level of theory is ωB97M-V/def2-TZVPD.

Element x y z (Å)
Ir  -1.1240  1.3866  -0.4506
O  -0.8970  -2.4525  0.0505
C  -0.5855  -1.3856  -0.4251
O  -0.4806  -0.3112  0.3471
C  -0.1739  -1.2817  -1.8761
C  -0.0371  -2.5032  -2.5076
C  0.4126  -2.5851  -3.8120
C  0.7247  -1.4540  -4.5303
C  0.5947  -0.2246  -3.9199
C  0.1347  -0.0742  -2.5773
O  -0.0090  1.1177  -2.0864
N  0.9261  0.9324  -4.7624
O  0.9315  0.7560  -5.9656
O  1.1408  2.0116  -4.2419
N  0.5658  -3.8952  -4.4461
O  0.9990  -3.9256  -5.5819
O  0.2533  -4.8746  -3.7985
H  -0.2806  -3.3977  -1.9529
H  1.0627  -1.5195  -5.5525
N  2.2547  1.5564  2.3522
C  0.9849  1.5991  1.9532
S  0.6364  2.5290  0.5329
N  0.0346  0.9939  2.6424
C  0.2263  0.0723  3.7146
C  0.8824  0.4449  4.8796
C  1.0368  -0.4874  5.8972
C  0.5252  -1.7678  5.7548
C  -0.1429  -2.1234  4.5902
C  -0.2925  -1.2084  3.5609
H  2.9540  1.8969  1.7154
H  2.5342  1.0031  3.1468
H  -0.8790  0.9818  2.1988
H  1.2312  1.4618  5.0102
H  1.5430  -0.2012  6.8095
H  0.6448  -2.4885  6.5526
H  -0.5379  -3.1236  4.4726
H  -0.7704  -1.4814  2.6277
O  -3.1179  0.5965  -0.8546
C  -3.4100  0.8794  0.3375
O  -2.5282  1.4394  1.0663
H  -4.4001  0.6682  0.7463
Cl  0.1302  5.3651  -1.5974
C  -0.6395  4.0544  -2.4642
Cl  -2.0264  3.3556  -1.5282
H  0.0433  3.2319  -2.6472
H  -1.0756  4.4326  -3.3808

Results
Calculated total energy ... -79906.3693 eV
LUMO ... -0.4 eV
Max |F| ... 0.6 eV/Å
Energy relative to the best compared isomer or geometry (same formula, charge and spin) ... 0.0 kcal per mole
Net charge ... 0
Highest occupied orbital energy ... -8.72 eV
Kohn-Sham gap ... 8.34 eV

---

This record from OMol25 describes a molecular structure, C16H13ClN7O4PtS2. The level of theory is ωB97M-V/def2-TZVPD.

Element x y z (Å)
Pt  -0.7664  -1.3390  -0.8969
S  4.7125  -0.5787  4.2946
N  3.1296  -0.8126  4.4842
C  2.6061  -0.8669  3.2684
C  1.1983  -1.0727  2.9657
C  0.2099  -1.2445  3.9366
C  -1.0920  -1.4433  3.5375
C  -1.3845  -1.4755  2.1766
N  -0.4482  -1.3149  1.2516
C  0.8272  -1.1059  1.6256
C  1.8170  -0.9192  0.5559
N  1.3597  -0.9330  -0.7091
C  2.2057  -0.7806  -1.7202
C  3.5715  -0.6050  -1.5144
C  4.0548  -0.5776  -0.2259
C  3.1656  -0.7361  0.8390
C  3.5600  -0.7121  2.2388
N  4.7961  -0.5476  2.6858
H  0.4843  -1.2212  4.9829
H  -1.8861  -1.5816  4.2565
H  -2.3919  -1.6418  1.8179
H  1.7748  -0.8003  -2.7130
H  4.2271  -0.4891  -2.3648
H  5.1076  -0.4358  -0.0201
O  -1.5466  -4.1691  -3.2214
Cl  -2.0755  -2.8798  -2.9856
O  -3.1647  -2.5406  -3.8267
O  -0.9973  -1.8430  -3.0960
O  -2.5004  -2.7578  -1.5386
C  -0.6525  4.4927  -2.0596
C  -1.3184  4.0615  -0.7530
C  -1.8670  2.6719  -0.8456
N  -1.1598  1.6105  -0.7072
N  -1.8953  0.4644  -0.9222
C  -3.1577  0.6807  -1.2103
N  -4.0708  -0.2815  -1.4145
S  -3.5368  2.3594  -1.2240
H  -0.2510  5.5001  -1.9662
H  -1.3648  4.4900  -2.8851
H  0.1633  3.8167  -2.3123
H  -2.1231  4.7497  -0.4899
H  -0.6035  4.0765  0.0701
H  -3.7553  -1.2346  -1.5561
H  -4.9613  -0.0329  -1.8088

Results
Calculated total energy ... -72850.1136 eV
Multiplicity ... 3
LUMO (alpha / beta) ... -3.8 / -4.4 eV
Max |F| ... 0.5 eV/Å
Expectation value of S² ... 2.004
Energy relative to the best compared isomer or geometry (same formula, charge and spin) ... 1.0 kcal per mole
Net charge ... +1
Highest occupied orbital energy (alpha / beta) ... -11.41 / -12.16 eV
Kohn-Sham gap (alpha / beta) ... 7.59 / 7.71 eV

---

This record from OMol25 describes a molecular structure, C16H13FeNOS3Te4. The level of theory is ωB97M-V/def2-TZVPD.

Element x y z (Å)
Fe  -3.0524  -1.3952  0.2781
S  -3.4427  -1.2497  -1.9859
C  -4.6881  -1.4271  -0.9510
S  -4.3432  -0.0580  0.8187
S  -4.0582  -2.9073  0.9079
Te  -2.7889  -1.2371  2.2960
Te  -4.4933  -1.6593  3.9979
Te  -0.8750  -0.6944  7.1637
Te  -2.0466  -1.0035  4.8204
C  0.4420  0.3692  1.0968
C  -0.4760  0.9374  0.0537
O  -1.4310  0.3240  -0.3779
C  -0.2283  2.3209  -0.4176
C  1.0588  2.8438  -0.5411
C  1.2334  4.1492  -0.9692
C  0.1335  4.9488  -1.2468
C  -1.1494  4.4365  -1.1117
C  -1.3274  3.1227  -0.7103
H  0.0573  -0.5531  1.5309
H  0.5835  1.0834  1.9098
H  1.4230  0.1550  0.6633
H  1.9208  2.2279  -0.3194
H  2.2349  4.5460  -1.0797
H  0.2777  5.9748  -1.5613
H  -2.0103  5.0569  -1.3222
H  -2.3277  2.7238  -0.5893
N  -1.3352  -2.6242  -0.5135
C  -0.1949  -2.5689  -0.6546
C  1.2159  -2.5240  -0.8171
C  1.7605  -2.1691  -2.0528
C  3.1344  -2.1796  -2.2187
C  3.9592  -2.5371  -1.1607
C  3.4153  -2.8828  0.0684
C  2.0429  -2.8744  0.2539
H  1.1093  -1.9067  -2.8756
H  3.5568  -1.9117  -3.1781
H  5.0319  -2.5499  -1.3054
H  4.0607  -3.1663  0.8893
H  1.6167  -3.1411  1.2113

Results
Calculated total energy ... -116397.4512 eV
Multiplicity ... 6
LUMO (alpha / beta) ... 1.6 / 1.4 eV
Max |F| ... 12.2 eV/Å
Expectation value of S² ... 8.857
Energy relative to the best compared isomer or geometry (same formula, charge and spin) ... 118.0 kcal per mole
Net charge ... -1
Highest occupied orbital energy (alpha / beta) ... -2.14 / -3.71 eV
Kohn-Sham gap (alpha / beta) ... 3.75 / 5.09 eV

---

Question: calculated total energy of number 5 (C16H13ClN7O4PtS2)?
Answer: -72850.1136 eV

---

Question: What is the max |F| in the fourth record?
Answer: 0.6 eV/Å

---

Question: Which of these has the highest calculated total energy?
Answer: C16H13ClN7O4PtS2